[1]
Computed, not measured: 3 unconnected molecules or ions with the total composition C5H10O2 in a non-equilibrium geometry, with ωB97M-V/def2-TZVPD.

Summary:
molar mass	102.133	g mol⁻¹
DFT total energy	-346.79102	a.u.
ΔE to the lowest compared entry with this formula, charge and spin	615.4	kJ/mol
lowest unoccupied orbital energy (spin up / spin down)	0.70 / 0.66	eV
Kohn-Sham gap (spin up / spin down)	0.2883 / 0.2916	hartree

Bonds (Å) are listed after each position.
Positions of all 17 atoms, in Å:
1 O -0.2717 -2.1056 0.6195  C2 1.382, H8 0.962
2 C 0.2132 -0.9714 1.2425  O1 1.382, C3 1.455, H10 1.088
3 C 0.4960 0.1548 0.3655  C2 1.455, C4 1.533, C7 1.552, H11 1.094
4 C 0.7753 -0.1634 -1.1078  C3 1.533, C5 1.532, H12 1.093, H13 1.093
5 C 0.0934 0.9950 -1.8421  C4 1.532, O6 1.431, H14 1.094, H15 1.097
6 O -1.0799 1.2445 -1.0625  C5 1.431, C7 1.358
7 C -0.8736 0.8722 0.2271  C3 1.552, O6 1.358, H16 1.091
8 H -0.7529 -2.6434 1.2560  O1 0.962
9 H -0.6659 0.2756 2.2810  no bonds
10 H 0.8233 -1.1487 2.1262  C2 1.088
11 H 1.2548 0.8326 0.7690  C3 1.094
12 H 1.8443 -0.2445 -1.3204  C4 1.093
13 H 0.2895 -1.1076 -1.3674  C4 1.093
14 H -0.2515 0.7366 -2.8473  C5 1.094
15 H 0.7300 1.8869 -1.9039  C5 1.097
16 H -1.7775 0.3973 0.6119  C7 1.091
17 H -0.7797 1.0719 2.0397  no bonds

Mulliken analysis output, partial charges in e:
1 O -0.509
2 C -0.634
3 C 0.413
4 C -0.755
5 C -0.440
6 O -0.372
7 C -0.561
8 H 0.314
9 H 0.000
10 H 0.490
11 H 0.307
12 H 0.361
13 H 0.267
14 H 0.327
15 H 0.272
16 H 0.366
17 H 0.154

***

[2]
Computed, not measured: C5H10O2 in the gas phase, with ωB97M-V/def2-TZVPD.

Summary:
molar mass	102.133	g mol⁻¹
DFT total energy	-346.86447	a.u.
ΔE to the lowest compared entry with this formula, charge and spin	422.6	kJ/mol
lowest unoccupied orbital energy	0.84	eV
Kohn-Sham gap	0.3480	hartree

Bonds (Å) are listed after each position.
Positions of all 17 atoms, in Å:
1 C 2.2735 0.5857 -0.8466  C2 1.509, H8 1.092, H9 1.094, H10 1.094
2 C 1.2124 -0.2370 -0.1588  C1 1.509, O7 1.418, H11 1.102, H12 1.112
3 C -0.0384 -0.3858 2.2492  O4 1.305, H13 1.129
4 O -0.9127 0.2082 1.4846  C3 1.305, C5 1.453
5 C -1.1356 -0.2884 0.1371  O4 1.453, C6 1.507, O7 1.386, H14 1.103
6 C -2.4170 0.3120 -0.3811  C5 1.507, H15 1.093, H16 1.092, H17 1.094
7 O -0.0682 0.1459 -0.6327  C2 1.418, C5 1.386
8 H 2.2884 0.4383 -1.9283  C1 1.092
9 H 3.2459 0.3046 -0.4306  C1 1.094
10 H 2.0958 1.6426 -0.6294  C1 1.094
11 H 1.3553 -1.3215 -0.2918  C2 1.102
12 H 1.3116 0.0037 0.9225  C2 1.112
13 H 0.1464 -1.4104 1.8130  C3 1.129
14 H -1.1641 -1.3886 0.2141  C5 1.103
15 H -2.3255 1.4012 -0.3961  C6 1.093
16 H -2.6173 -0.0432 -1.3946  C6 1.092
17 H -3.2504 0.0327 0.2695  C6 1.094

Mulliken analysis output, partial charges in e:
1 C -1.341
2 C -0.006
3 C -0.507
4 O -0.201
5 C 0.425
6 C -1.355
7 O -0.336
8 H 0.329
9 H 0.390
10 H 0.309
11 H 0.326
12 H 0.329
13 H 0.246
14 H 0.353
15 H 0.323
16 H 0.352
17 H 0.363

***

[3]
Computed, not measured: C5H10O2 in the gas phase, with ωB97M-V/def2-TZVPD.

Summary:
molar mass	102.133	g mol⁻¹
DFT total energy	-346.93367	a.u.
structure (SMILES)	CO[C@H]1C[C@H]1CO
ΔE to the lowest compared entry with this formula, charge and spin	240.9	kJ/mol
lowest unoccupied orbital energy	0.98	eV
Kohn-Sham gap	0.3979	hartree

Bonds (Å) are listed after each position.
Positions of all 17 atoms, in Å:
1 C -0.3854 -2.0642 -0.9706  O2 1.410, H8 1.099, H9 1.098, H10 1.093
2 O -0.0085 -0.7096 -0.8723  C1 1.410, C3 1.397
3 C -0.8637 0.0923 -0.1118  O2 1.397, C4 1.502, C5 1.493, H11 1.092
4 C -0.7061 0.1174 1.3819  C3 1.502, C5 1.511, H12 1.086, H13 1.088
5 C -0.1852 1.2545 0.5342  C3 1.493, C4 1.511, C6 1.519, H14 1.088
6 C 1.3094 1.3730 0.2927  C5 1.519, O7 1.410, H15 1.094, H16 1.101
7 O 1.6084 1.5724 -1.0706  C6 1.410, H17 0.969
8 H -1.1926 -2.2038 -1.7027  C1 1.099
9 H -0.7093 -2.4584 0.0013  C1 1.098
10 H 0.4981 -2.6132 -1.3056  C1 1.093
11 H -1.8635 0.2219 -0.5305  C3 1.092
12 H -1.5885 0.2773 1.9953  C4 1.086
13 H 0.0364 -0.5486 1.8160  C4 1.088
14 H -0.7357 2.1924 0.5487  C5 1.088
15 H 1.7151 2.2346 0.8315  C6 1.094
16 H 1.8115 0.4744 0.6822  C6 1.101
17 H 1.2595 0.7874 -1.5196  O7 0.969

Mulliken analysis output, partial charges in e:
1 C -0.806
2 O -0.350
3 C 0.097
4 C -0.802
5 C -0.098
6 C -0.541
7 O -0.579
8 H 0.266
9 H 0.330
10 H 0.253
11 H 0.361
12 H 0.272
13 H 0.245
14 H 0.367
15 H 0.368
16 H 0.216
17 H 0.401

***

[4]
Computed, not measured: 2 unconnected molecules or ions with the total composition C5H10O2, with ωB97M-V/def2-TZVPD.

Summary:
molar mass	102.133	g mol⁻¹
DFT total energy	-346.86692	a.u.
ΔE to the lowest compared entry with this formula, charge and spin	416.2	kJ/mol
lowest unoccupied orbital energy	0.45	eV
Kohn-Sham gap	0.3412	hartree

Bonds (Å) are listed after each position.
Positions of all 17 atoms, in Å:
1 C -0.5345 2.6129 0.7089  C2 1.512, H8 1.094, H9 1.094, H10 1.094
2 C 0.2997 1.4193 0.3033  C1 1.512, O3 1.453, H11 1.093, H12 1.094
3 O -0.5864 0.3919 -0.2162  C2 1.453, C4 1.291
4 C -0.3005 -0.0808 -1.3831  O3 1.291, C6 1.489
5 C 1.2768 -2.2209 0.6574  H13 1.095, H14 1.092, H15 1.094, H16 1.093
6 C -1.2448 -1.1745 -1.7431  C4 1.489, O7 1.213, H17 1.117
7 O -1.0181 -2.3422 -1.5046  C6 1.213
8 H -1.2322 2.3488 1.5087  C1 1.094
9 H 0.1156 3.4163 1.0677  C1 1.094
10 H -1.1064 2.9868 -0.1455  C1 1.094
11 H 1.0298 1.6443 -0.4791  C2 1.093
12 H 0.8033 0.9582 1.1574  C2 1.094
13 H 1.5439 -1.5685 -0.1801  C5 1.095
14 H 1.3339 -3.2565 0.3149  C5 1.092
15 H 1.9657 -2.0645 1.4932  C5 1.094
16 H 0.2504 -2.0068 0.9670  C5 1.093
17 H -2.1100 -0.8538 -2.3723  C6 1.117

Mulliken analysis output, partial charges in e:
1 C -1.151
2 C -0.085
3 O -0.110
4 C -0.514
5 C -0.953
6 C 0.313
7 O -0.447
8 H 0.303
9 H 0.367
10 H 0.314
11 H 0.399
12 H 0.271
13 H 0.189
14 H 0.287
15 H 0.295
16 H 0.199
17 H 0.324

***

[5]
Computed, not measured: 2 unconnected molecules or ions with the total composition C5H10O2, with ωB97M-V/def2-TZVPD.

Summary:
molar mass	102.133	g mol⁻¹
DFT total energy	-346.93965	a.u.
structure (SMILES)	C=C/C=C/CO.O
ΔE to the lowest compared entry with this formula, charge and spin	225.2	kJ/mol
lowest unoccupied orbital energy	0.63	eV
Kohn-Sham gap	0.3608	hartree

Bonds (Å) are listed after each position.
Positions of all 17 atoms, in Å:
1 C -2.0821 2.1618 -0.2166  C2 1.332, H7 1.085, H8 1.078
2 C -1.7354 0.9479 -0.6402  C1 1.332, C3 1.462, H9 1.089
3 C -0.3296 0.5578 -0.7342  C2 1.462, C4 1.336, H10 1.082
4 C 0.0725 -0.7049 -0.9026  C3 1.336, C5 1.498, H11 1.088
5 C 1.5056 -1.1285 -0.8036  C4 1.498, O6 1.454, H12 1.081, H13 1.090
6 O 1.7395 -1.8242 0.4513  C5 1.454, H14 0.969
7 H -1.3047 2.8707 0.0498  C1 1.085
8 H -3.0921 2.5145 -0.0815  C1 1.078
9 H -2.5167 0.2554 -0.9493  C2 1.089
10 H 0.4022 1.3529 -0.6847  C3 1.082
11 H -0.6792 -1.4812 -1.0279  C4 1.088
12 H 2.1776 -0.2848 -0.7347  C5 1.081
13 H 1.7739 -1.7758 -1.6391  C5 1.090
14 H 1.0049 -2.4327 0.6214  O6 0.969
15 O 1.2269 -0.1105 2.6880  H16 0.973, H17 0.961
16 H 1.5411 -0.5725 1.8916  O15 0.973
17 H 0.2955 -0.3460 2.7123  O15 0.961

Mulliken analysis output, partial charges in e:
1 C -0.816
2 C -0.064
3 C -0.156
4 C -0.151
5 C -0.556
6 O -0.567
7 H 0.220
8 H 0.283
9 H 0.274
10 H 0.269
11 H 0.329
12 H 0.298
13 H 0.297
14 H 0.322
15 O -0.667
16 H 0.394
17 H 0.291

***

[6]
Computed, not measured: C5H10O2 in the gas phase, with ωB97M-V/def2-TZVPD.

Summary:
molar mass	102.133	g mol⁻¹
DFT total energy	-346.97689	a.u.
structure (SMILES)	OC[C@H]1CCCO1
ΔE to the lowest compared entry with this formula, charge and spin	127.5	kJ/mol
lowest unoccupied orbital energy	1.03	eV
Kohn-Sham gap	0.3996	hartree

Bonds (Å) are listed after each position.
Positions of all 17 atoms, in Å:
1 O 0.1268 -2.8446 -0.4457  C2 1.407, H8 0.968
2 C -0.6191 -1.6775 -0.6948  O1 1.407, C3 1.517, H9 1.104, H10 1.096
3 C 0.2428 -0.4360 -0.5619  C2 1.517, C4 1.544, O7 1.428, H11 1.101
4 C -0.5246 0.8978 -0.6886  C3 1.544, C5 1.539, H12 1.096, H13 1.094
5 C -0.2518 1.6113 0.6480  C4 1.539, C6 1.528, H14 1.094, H15 1.094
6 C 0.9904 0.8826 1.1587  C5 1.528, O7 1.416, H16 1.094, H17 1.103
7 O 0.7982 -0.4609 0.7538  C3 1.428, C6 1.416
8 H 0.5822 -2.6899 0.3941  O1 0.968
9 H -1.4745 -1.5866 -0.0027  C2 1.104
10 H -1.0106 -1.7499 -1.7157  C2 1.096
11 H 1.0650 -0.4912 -1.2920  C3 1.101
12 H -1.5964 0.7331 -0.8480  C4 1.096
13 H -0.1516 1.4792 -1.5365  C4 1.094
14 H -1.0802 1.4486 1.3441  C5 1.094
15 H -0.1050 2.6902 0.5402  C5 1.094
16 H 1.1048 0.8971 2.2470  C6 1.094
17 H 1.9036 1.2969 0.7000  C6 1.103

Mulliken analysis output, partial charges in e:
1 O -0.528
2 C -0.758
3 C 0.339
4 C -0.662
5 C -0.483
6 C -0.533
7 O -0.441
8 H 0.353
9 H 0.326
10 H 0.329
11 H 0.264
12 H 0.298
13 H 0.336
14 H 0.251
15 H 0.322
16 H 0.310
17 H 0.277

***

[7]
Computed, not measured: C5H10O2 in the gas phase in a non-equilibrium geometry, with ωB97M-V/def2-TZVPD.

Summary:
molar mass	102.133	g mol⁻¹
DFT total energy	-346.86313	a.u.
ΔE to the lowest compared entry with this formula, charge and spin	426.1	kJ/mol
lowest unoccupied orbital energy (spin up / spin down)	0.87 / 0.41	eV
Kohn-Sham gap (spin up / spin down)	0.3039 / 0.2686	hartree

Bonds (Å) are listed after each position.
Positions of all 17 atoms, in Å:
1 C 1.6895 0.4590 -0.6847  C2 1.537, H8 1.094, H9 1.094, H10 1.096
2 C 1.4030 -0.6965 0.2882  C1 1.537, C3 1.496, O7 1.437, H11 1.100
3 C 0.4804 -0.3049 1.3981  C2 1.496, O4 1.345, H12 1.083
4 O -0.6897 0.2680 1.0635  C3 1.345, C5 1.287
5 C -1.3634 0.0073 -0.0011  O4 1.287, C6 1.483, H14 1.083
6 C -2.5047 0.8811 -0.3658  C5 1.483, H15 1.100, H16 1.095, H17 1.092
7 O 0.9298 -1.7967 -0.5053  C2 1.437, H13 0.967
8 H 2.0971 0.0790 -1.6258  C1 1.094
9 H 2.4182 1.1401 -0.2348  C1 1.094
10 H 0.7889 1.0368 -0.9218  C1 1.096
11 H 2.3528 -0.9868 0.7604  C2 1.100
12 H 0.8854 0.1662 2.2856  C3 1.083
13 H 0.6896 -2.4931 0.1209  O7 0.967
14 H -1.0171 -0.8160 -0.6137  C5 1.083
15 H -2.1885 1.6412 -1.0954  C6 1.100
16 H -3.3041 0.2987 -0.8352  C6 1.095
17 H -2.8999 1.4050 0.5073  C6 1.092

Mulliken analysis output, partial charges in e:
1 C -1.020
2 C 0.044
3 C -0.401
4 O -0.264
5 C -0.028
6 C -1.003
7 O -0.595
8 H 0.316
9 H 0.327
10 H 0.208
11 H 0.323
12 H 0.324
13 H 0.376
14 H 0.554
15 H 0.217
16 H 0.314
17 H 0.307